Entry 1:
Molecular formula: H26O13
Method: DFT, ωB97M-V/def2-TZVPD

For the HOMO-LUMO gap, the calculation gives 0.3529 Ha. The value obtained for the total energy is -27037.003 eV. The value obtained for the LUMO energy is -0.20 eV. The largest force on an atom is 3.5 eV Å⁻¹. As for the multiplicity: 1.

Last column: natural (NBO) charge in e.
Positions of all 39 atoms, in Å:
1 H -1.2391 -1.1944 0.1514  0.47
2 H -0.3436 -0.5605 -0.9004  0.46
3 H 2.7869 -0.3000 4.1549  0.46
4 H 2.3245 0.1612 2.7825  0.48
5 H 3.6308 1.3834 0.0333  0.48
6 H 2.5616 2.4520 -0.1244  0.46
7 H 3.4956 -2.7149 -3.3512  0.47
8 H 1.9820 -2.7972 -3.2396  0.47
9 H -0.7339 2.2366 2.8542  0.47
10 H -0.2662 0.8959 2.3121  0.48
11 H 1.0676 3.1908 0.2774  0.48
12 H 1.3960 4.6150 -0.1396  0.47
13 H -2.5033 1.2745 -0.4515  0.47
14 H -2.6777 2.7664 -0.2200  0.45
15 H 0.2203 -4.4884 2.8641  0.47
16 H -0.6425 -3.4239 2.2064  0.46
17 H -0.7566 2.1382 -2.5544  0.47
18 H 0.2765 1.2410 -1.8928  0.43
19 H -3.9037 -2.4749 -0.2269  0.46
20 H -4.0855 -1.1170 -0.8851  0.49
21 H 1.5852 -1.1752 -0.4228  0.44
22 H 3.0350 -1.5793 -0.6344  0.47
23 H 0.7638 -0.9228 -2.3013  0.43
24 H 1.2805 0.2542 -3.1122  0.46
25 H -4.1268 0.0377 1.6098  0.48
26 H -5.4830 -0.1760 0.9579  0.48
27 O -0.7772 -0.3753 -0.0597  -0.92
28 O 2.8779 -0.4981 3.2160  -0.94
29 O 2.9279 1.8323 0.5165  -0.94
30 O 2.7145 -2.1724 -3.1942  -0.94
31 O -0.0480 1.5688 2.9668  -0.95
32 O 0.8278 3.8694 -0.3637  -0.93
33 O -2.0122 2.1036 -0.4361  -0.92
34 O 0.0384 -3.5420 2.8784  -0.92
35 O -0.6429 1.5216 -1.8224  -0.90
36 O -4.1372 -2.0623 -1.0661  -0.95
37 O 2.3448 -1.5493 0.0376  -0.92
38 O 0.8471 -0.6015 -3.2061  -0.89
39 O -4.6051 0.1825 0.7856  -0.95

=====

Entry 2:
Molecular formula: H26O13
Method: DFT, ωB97M-V/def2-TZVPD

For the HOMO-LUMO gap, the calculation gives 0.3723 Ha. The value obtained for the total energy is -27035.330 eV. The value obtained for the LUMO energy is -0.08 eV. The largest force on an atom is 6.6 eV Å⁻¹. As for the multiplicity: 1.

Last column: natural (NBO) charge in e.
Positions of all 39 atoms, in Å:
1 H 0.9255 -0.2114 -0.9273  0.48
2 H -0.1099 -0.2349 0.1949  0.50
3 H 0.7082 1.2523 -0.2855  0.46
4 H 0.1115 2.2475 0.6863  0.47
5 H -2.4643 -4.4051 1.4593  0.47
6 H -1.4644 -4.3399 0.2216  0.49
7 H 1.8298 2.7020 -1.0567  0.45
8 H 3.1085 1.8311 -0.4690  0.50
9 H 2.6068 2.8924 1.5629  0.49
10 H 3.9986 3.3614 1.5479  0.46
11 H -5.2371 0.9697 1.8541  0.46
12 H -3.8824 0.8592 1.3898  0.48
13 H -2.2929 2.2672 3.3579  0.47
14 H -1.7577 0.8629 2.8713  0.49
15 H 3.1987 -0.7760 2.5668  0.46
16 H 4.0993 -1.7655 3.0253  0.46
17 H -1.0518 -1.0884 1.9435  0.46
18 H -1.3103 -2.4781 2.4490  0.47
19 H -1.6825 -0.8048 0.0784  0.46
20 H -2.9604 -0.6127 0.7569  0.48
21 H 2.2918 -3.2734 -3.8972  0.47
22 H 1.5941 -4.5636 -4.3303  0.47
23 H -0.1629 0.1829 -2.5254  0.50
24 H -0.3172 0.0073 -4.1688  0.49
25 H 0.3814 1.5283 -4.1523  0.46
26 H 0.1893 3.0188 -4.2112  0.46
27 O 0.0108 -0.1313 -0.6964  -0.94
28 O 0.5212 1.4358 0.6441  -0.96
29 O -2.3034 -4.0787 0.6252  -0.96
30 O 2.5673 2.7107 -0.4083  -0.95
31 O 3.5631 2.5313 1.4748  -0.94
32 O -4.7434 0.8561 1.0319  -0.94
33 O -2.1257 1.7704 2.5560  -0.96
34 O 3.2660 -1.3295 3.2855  -0.92
35 O -1.2798 -1.5631 2.8085  -0.94
36 O -2.2875 -0.0955 0.4141  -0.93
37 O 1.5213 -3.7945 -3.7430  -0.94
38 O 0.2701 -0.0041 -3.3517  -0.97
39 O 0.6702 2.2633 -4.5828  -0.95

=====

Entry 3:
Molecular formula: H26O13
Method: DFT, ωB97M-V/def2-TZVPD

For the HOMO-LUMO gap, the calculation gives 0.4060 Ha. The value obtained for the total energy is -27041.366 eV. The value obtained for the LUMO energy is 0.03 eV. The largest force on an atom is 1.8 eV Å⁻¹. As for the multiplicity: 1.

Last column: natural (NBO) charge in e.
Positions of all 39 atoms, in Å:
1 O 10.5464 8.5256 4.6889  -0.98
2 H 9.9679 7.8281 4.3128  0.51
3 H 11.3054 8.5688 4.1215  0.47
4 O 6.9111 4.4363 6.3578  -1.00
5 H 6.3496 4.6785 5.6402  0.47
6 H 7.1487 5.3110 6.7384  0.50
7 O 4.4566 7.1763 8.4611  -0.96
8 H 5.2976 7.6388 8.5817  0.48
9 H 3.7515 7.7370 8.8493  0.48
10 O 5.6002 4.3712 9.7289  -0.96
11 H 5.3765 5.2824 9.4270  0.49
12 H 5.6158 3.8466 8.9430  0.48
13 O 8.3539 6.5602 4.2571  -0.99
14 H 8.7802 5.7624 4.6352  0.50
15 H 7.5808 6.7528 4.8324  0.49
16 O 8.1906 9.6966 6.2339  -0.98
17 H 8.7340 10.2135 5.6452  0.49
18 H 8.6195 9.7704 7.0985  0.49
19 O 9.8964 9.5296 9.1432  -0.96
20 H 9.1322 9.2894 9.6667  0.46
21 H 10.0965 8.6594 8.7383  0.49
22 O 9.6533 3.8431 5.5705  -0.97
23 H 9.2280 3.2587 4.9422  0.48
24 H 8.9791 3.7362 6.2944  0.50
25 O 5.7550 7.7482 5.5451  -0.99
26 H 6.0478 8.6703 5.4656  0.50
27 H 4.7691 7.7160 5.6360  0.50
28 O 8.5129 5.6604 10.0688  -0.96
29 H 8.4664 6.3673 9.4357  0.46
30 H 7.7586 5.1130 9.8075  0.49
31 O 7.6323 6.7019 7.5028  -1.03
32 H 8.5916 6.8941 7.5479  0.52
33 H 7.0936 7.3600 7.0792  0.51
34 O 10.1907 7.4003 7.2610  -1.01
35 H 10.5977 7.7879 6.4807  0.52
36 H 10.7907 6.6236 7.3657  0.52
37 O 11.2356 4.6655 7.9255  -0.99
38 H 10.8935 4.4361 8.7908  0.49
39 H 10.9992 4.0102 7.2422  0.50

=====

Entry 4:
Molecular formula: H26O33S5Zn3
Method: DFT, ωB97M-V/def2-TZVPD

For the HOMO-LUMO gap, the calculation gives 0.0577 Ha. The value obtained for the total energy is -267397.304 eV. The total charge is -4. The value obtained for the LUMO energy is 1.88 eV. The largest force on an atom is 3.6 eV Å⁻¹. As for the multiplicity: 1.

Last column: natural (NBO) charge in e.
Positions of all 67 atoms, in Å:
1 Zn -1.9136 2.2144 -3.8950  0.51
2 Zn 3.6421 -3.5761 -1.3063  0.00
3 Zn -3.9439 -2.6058 2.5877  0.06
4 S 0.7223 -2.5877 -6.0476  2.50
5 O -0.0527 -1.4339 -5.5582  -0.73
6 O -0.1683 -3.6636 -6.5297  -0.82
7 O 1.4859 -2.1346 -7.2147  -0.79
8 O 1.5537 -3.0960 -4.9381  -0.81
9 S -5.5669 0.0050 -5.0445  2.53
10 O -7.0246 0.1420 -5.0204  -1.00
11 O -5.1883 -1.2177 -5.7333  -0.92
12 O -4.9553 1.1394 -5.7980  -0.71
13 O -4.9123 0.2528 -3.7916  -0.82
14 S 0.6300 0.5688 0.8092  2.55
15 O -0.5237 -0.2210 1.2262  -0.77
16 O 1.0610 1.4036 1.8903  -0.99
17 O 1.7239 -0.2863 0.3761  -0.87
18 O 0.1516 1.3821 -0.3147  -0.86
19 S 0.5401 4.7977 -7.8459  2.54
20 O 1.2781 6.0616 -8.0184  -0.95
21 O 1.1910 3.7354 -8.5819  -0.93
22 O 0.3646 4.4407 -6.4469  -0.79
23 O -0.8223 5.0379 -8.2790  -0.82
24 S -0.9527 -5.1721 6.3532  2.56
25 O -1.5481 -4.9079 5.0526  -0.82
26 O -1.9630 -6.0221 7.0265  -0.88
27 O 0.2612 -5.9174 6.1983  -1.00
28 O -0.7641 -3.9300 7.0779  -0.97
29 O -6.0621 0.0828 0.9526  -0.94
30 H -6.2188 1.0062 1.1499  0.46
31 H -5.7906 0.0763 0.0347  0.48
32 O -3.9444 4.8845 -2.3454  -0.93
33 H -3.7530 5.4555 -1.6014  0.46
34 H -4.8861 4.7231 -2.2880  0.47
35 O 0.8935 6.2961 0.5698  -0.95
36 H 1.6340 6.3140 1.1761  0.47
37 H 0.7411 5.3657 0.4043  0.49
38 O 3.9568 5.0867 3.8688  -0.94
39 H 3.6010 5.4518 4.6790  0.46
40 H 3.5162 4.2425 3.7722  0.48
41 O -4.0782 -4.3815 -0.8437  -0.93
42 H -3.9604 -5.3113 -1.0381  0.46
43 H -3.9594 -3.9432 -1.6863  0.48
44 O 6.7071 -2.0741 -2.7722  -0.92
45 H 7.1118 -1.2069 -2.7519  0.46
46 H 7.0486 -2.4796 -3.5692  0.46
47 O -1.6685 4.2411 5.4032  -0.93
48 H -0.8802 3.8175 5.0636  0.48
49 H -1.3752 4.6967 6.1923  0.45
50 O 5.3740 -5.0786 1.6444  -0.92
51 H 4.8824 -5.5964 2.2819  0.47
52 H 6.2915 -5.2814 1.8270  0.45
53 O -4.5849 -0.3369 5.6507  -0.92
54 H -3.8955 -0.0771 6.2618  0.47
55 H -5.3398 0.1962 5.8998  0.45
56 O 2.0549 0.4301 6.9637  -0.96
57 H 1.8963 0.5635 6.0292  0.48
58 H 1.5751 -0.3703 7.1767  0.48
59 O 3.9254 2.5442 -3.1044  -0.95
60 H 3.2477 3.0616 -3.5394  0.47
61 H 3.4588 2.0644 -2.4201  0.48
62 O 6.3532 -0.3247 3.9175  -0.95
63 H 6.3586 -1.2663 4.0892  0.47
64 H 5.4492 -0.1311 3.6694  0.48
65 O 0.3436 -5.5466 0.2564  -0.93
66 H -0.2921 -5.9489 -0.3354  0.46
67 H -0.0374 -5.6553 1.1277  0.47

=====

Entry 5:
Molecular formula: H27O13
Method: DFT, ωB97M-V/def2-TZVPD

Its expectation value of S² is 0.751. For the HOMO-LUMO gap (alpha / beta), the calculation gives 0.1122 / 0.3841 Ha. The value obtained for the total energy is -27049.232 eV. The value obtained for the LUMO energy (alpha / beta) is 0.22 / -0.10 eV. The largest force on an atom is 11.2 eV Å⁻¹. As for the multiplicity: 2.

Last column: natural (NBO) charge in e.
Positions of all 40 atoms, in Å:
1 O 2.7702 2.1614 -0.4704  -1.00
2 H 4.7008 -0.2447 -0.5800  0.48
3 H -2.2377 2.9040 0.3803  0.53
4 O -2.4774 0.5641 2.3662  -1.12
5 H -3.1039 -0.2305 2.3216  0.46
6 H -0.2489 -1.1565 -4.0643  0.48
7 O -0.3690 1.2434 -1.9175  -0.98
8 H -2.1149 0.6045 3.1881  0.45
9 O -0.9840 -1.2873 -3.3810  -0.98
10 H 1.4500 -1.6293 -0.5912  0.50
11 H -1.4976 -1.9985 -3.7616  0.47
12 O -3.2762 2.2787 0.3945  -0.95
13 H 2.8938 1.6973 -1.3272  0.49
14 H 1.5192 1.1228 0.6330  0.52
15 O 3.2880 -1.7837 2.8611  -0.95
16 H 2.0989 -0.9520 0.7228  0.50
17 H 3.5438 -1.6456 1.8908  0.47
18 O -0.3564 -1.3011 -0.1181  -1.02
19 H -2.9396 -0.6543 0.0089  0.47
20 H -0.4183 -1.9812 0.4089  0.46
21 O -1.1471 3.2809 -0.1553  -0.93
22 H -1.1276 2.7380 -1.0312  0.54
23 H -2.9630 1.4313 0.8965  0.54
24 O 2.2872 -1.4219 -0.1597  -1.04
25 H 3.1923 -0.8498 3.2215  0.47
26 H 3.5701 -0.2481 -1.4336  0.49
27 O -0.7072 -3.3253 1.0145  -1.05
28 H -1.5793 -3.8043 1.2092  0.47
29 H -0.0624 -3.3830 1.7304  0.49
30 O 4.4392 0.4502 -1.3000  -0.98
31 H -0.3633 2.8630 0.3779  0.52
32 H 3.6598 2.6779 -0.2540  0.50
33 O 0.7814 0.5078 0.7226  -1.12
34 H -3.7823 1.8899 -0.3811  0.52
35 H -0.6128 -1.6666 -1.0975  0.47
36 O -3.7940 -0.2688 0.0514  -1.08
37 H 0.5726 1.3276 -1.8243  0.47
38 H -4.2698 -0.6302 -0.6888  0.46
39 H 0.1435 0.2657 1.4909  0.49
40 H -0.4779 0.4543 -1.3543  0.51

=====

Entry 6:
Molecular formula: H27O13
Method: DFT, ωB97M-V/def2-TZVPD

For the HOMO-LUMO gap, the calculation gives 0.3937 Ha. The value obtained for the total energy is -27050.384 eV. The total charge is +1. The value obtained for the LUMO energy is -2.66 eV. The largest force on an atom is 3.1 eV Å⁻¹. As for the multiplicity: 1.

Last column: natural (NBO) charge in e.
Positions of all 40 atoms, in Å:
1 O -0.4617 -1.6365 -2.0763  -0.95
2 H 1.2066 -0.3366 0.1953  0.51
3 H -2.4362 2.8142 2.1828  0.49
4 O 2.2543 -0.7468 0.5217  -0.89
5 H 0.1127 0.5747 1.1080  0.50
6 H -1.1995 1.4084 -3.0984  0.49
7 O 2.7365 -2.3839 -1.3903  -0.97
8 H -3.2337 -0.0255 -0.9921  0.50
9 O -1.0225 2.2854 -2.7503  -0.97
10 H -2.7158 -1.5877 -3.5162  0.47
11 H -0.6822 2.7705 -3.5089  0.48
12 O -2.3879 -0.7459 -3.8500  -0.96
13 H -0.7406 -1.7265 -1.1501  0.48
14 H 2.7958 -0.7345 -0.2722  0.57
15 O 0.6660 -3.8518 0.5902  -0.97
16 H 1.2014 -3.7924 1.3804  0.48
17 H -0.2261 -4.0770 0.8631  0.49
18 O 3.3738 0.6011 2.4865  -0.95
19 H 2.6946 0.9084 3.0982  0.49
20 H 4.0265 0.1144 2.9990  0.50
21 O -2.5003 -0.4574 -0.5413  -0.99
22 H -1.7605 0.1640 -0.5221  0.50
23 H -1.4982 -0.7746 -3.4616  0.48
24 O 1.2466 2.7628 -0.4270  -0.97
25 H 0.5644 3.2149 -0.9363  0.51
26 H 1.7738 3.4276 0.0253  0.50
27 O -2.4063 0.0867 2.2319  -0.96
28 H -2.7015 -0.5394 2.9140  0.50
29 H -2.7322 -0.3404 1.4260  0.52
30 O 0.1705 0.4207 0.1019  -0.95
31 H -1.4176 3.9377 2.1004  0.48
32 H -0.4540 -2.5987 -2.2352  0.47
33 O -0.0264 0.6011 2.6769  -0.98
34 H 0.5185 1.3111 -0.1834  0.53
35 H -1.0016 0.6105 2.3921  0.51
36 O -1.4838 2.9827 2.2029  -0.97
37 H 2.0892 -2.8684 -0.8592  0.49
38 H 2.3036 -0.1759 1.3382  0.55
39 H 0.0491 1.5641 2.7808  0.49
40 H 3.0065 -3.0779 -2.0038  0.49